{
  "formula": "C16H20N4",
  "method": "ωB97M-V with the def2-TZVPD basis set",
  "e_above_lowest_ev": 10.2805,
  "smiles": "c1cc[nH]c1.c1cc[nH]c1.c1cc[nH]c1.c1cc[nH]c1",
  "energy_ev": -22866.9058,
  "multiplicity": 1,
  "e_lumo_ev": 0.6,
  "orbital_gap_ha": 0.271,
  "elements": ["C", "C", "C", "N", "C", "H", "H", "H", "H", "H", "C", "C", "C", "N", "C", "H", "H", "H", "H", "H", "C", "C", "C", "N", "C", "H", "H", "H", "H", "H", "C", "C", "C", "N", "C", "H", "H", "H", "H", "H"],
  "coordinates": [[-3.54087, 0.59925, 0.59302], [-3.46843, 1.92035, 0.19861], [-3.41213, 2.06852, -1.18147], [-3.51279, 0.79388, -1.65368], [-3.74247, -0.11227, -0.53299], [-3.46268, 0.38566, 1.64880], [-3.33760, 2.78735, 0.82917], [-3.35802, 2.97145, -1.77156], [-3.52050, 0.45376, -2.60466], [-3.86184, -1.15998, -0.76638], [-1.18541, 0.24870, 0.14306], [-0.49931, -0.92335, 0.45257], [0.69869, -0.58129, 0.94255], [0.88816, 0.76993, 0.81341], [-0.22937, 1.30971, 0.31010], [-2.20674, 0.40949, -0.16908], [-0.90706, -1.92230, 0.40528], [1.51827, -1.20599, 1.26571], [1.72081, 1.20519, 1.18399], [-0.33659, 2.38133, 0.22922], [3.18098, 0.31310, 0.71929], [2.65993, -0.26953, 1.86804], [2.42345, 0.74987, 2.79405], [2.83990, 1.97511, 2.30408], [3.38068, 1.72126, 1.01413], [3.48047, -0.12535, -0.22118], [2.44399, -1.31785, 2.01226], [1.96887, 0.77282, 3.77345], [2.68714, 2.87275, 2.74112], [3.65925, 2.61763, 0.47998], [-0.35095, -2.17486, -2.40149], [0.45204, -3.29753, -2.18609], [1.60971, -2.87011, -1.43742], [1.55093, -1.53325, -1.19793], [0.39705, -1.06506, -1.83461], [-1.30021, -2.07506, -2.90681], [0.06477, -4.23585, -2.55483], [2.33286, -3.43102, -0.86398], [2.07815, -1.01835, -0.50727], [0.19687, -0.00811, -1.93051]],
  "atomic_forces_ev_per_a": [[-3.7, 0.7, 1.4], [0.3, 3.3, -0.8], [-0.2, -1.1, 1.4], [-1.3, -1.9, 1.3], [-1.2, 0.2, -3.1], [-0.2, -0.8, -0.3], [0.0, -0.2, 0.3], [0.1, -0.3, -0.1], [0.0, 0.3, 0.2], [0.2, 0.1, 0.2], [2.8, 2.8, -0.5], [-2.4, -0.3, 1.3], [-0.9, -0.2, 0.2], [-2.3, -0.8, -0.5], [-2.1, -1.1, 0.1], [3.8, -0.6, -0.4], [0.1, 0.0, -0.1], [-3.4, -0.1, -1.6], [-2.5, 0.8, -1.3], [-0.1, -0.1, -0.1], [3.7, 3.4, 0.7], [4.1, 0.9, 3.7], [1.1, -0.1, 1.3], [1.1, -2.3, -1.8], [-0.3, -0.9, 1.0], [0.2, 0.1, 0.2], [2.0, 0.5, 1.4], [0.0, -0.5, -0.1], [0.1, -0.3, -0.2], [0.2, -0.5, -0.5], [2.7, 3.3, 1.2], [1.0, 0.6, 1.2], [-1.4, -1.7, -0.1], [-2.0, -0.4, -3.5], [-0.3, -1.4, -1.4], [0.2, -0.1, -0.1], [0.9, -0.5, 0.4], [0.0, -0.3, -0.4], [-0.3, -0.3, -0.9], [0.0, -0.2, 0.3]],
  "nbo_charge": [-0.29, -0.30, -0.06, -0.52, -0.11, 0.25, 0.22, 0.22, 0.42, 0.22, -0.29, -0.28, -0.12, -0.54, -0.10, 0.22, 0.23, 0.19, 0.43, 0.20, -0.32, -0.28, -0.09, -0.52, -0.12, 0.24, 0.24, 0.23, 0.43, 0.23, -0.31, -0.32, -0.10, -0.54, -0.05, 0.21, 0.22, 0.20, 0.43, 0.22]
}



{
  "formula": "C16H20N4",
  "method": "ωB97M-V with the def2-TZVPD basis set",
  "e_above_lowest_ev": 2.6306,
  "smiles": "c1cc[nH]c1.c1cc[nH]c1.c1cc[nH]c1.c1cc[nH]c1",
  "energy_ev": -22874.5557,
  "multiplicity": 1,
  "e_lumo_ev": 0.8,
  "orbital_gap_ha": 0.320,
  "elements": ["C", "C", "C", "N", "C", "H", "H", "H", "H", "H", "C", "C", "C", "N", "C", "H", "H", "H", "H", "H", "C", "C", "C", "N", "C", "H", "H", "H", "H", "H", "C", "C", "C", "N", "C", "H", "H", "H", "H", "H"],
  "coordinates": [[-23.47184, -3.22578, -16.07395], [-23.85054, -3.49711, -17.42054], [-25.12054, -2.96868, -17.58738], [-25.55073, -2.48962, -16.37155], [-24.55964, -2.65984, -15.46895], [-22.51330, -3.48976, -15.65932], [-23.23933, -3.93214, -18.19257], [-25.70499, -2.96174, -18.49144], [-26.45834, -2.12252, -16.16438], [-24.60091, -2.35294, -14.43550], [-13.14416, -0.62741, -16.84164], [-13.72673, -0.25493, -18.08043], [-12.98781, 0.74388, -18.63832], [-11.86064, 0.91310, -17.86699], [-11.89326, -0.05594, -16.86537], [-13.60460, -1.30523, -16.14427], [-14.70489, -0.63264, -18.34036], [-13.18884, 1.31893, -19.52639], [-11.00316, 1.42164, -17.95184], [-11.04738, -0.07651, -16.19373], [-20.39269, -4.46626, -21.69906], [-19.18100, -4.64665, -22.38278], [-18.61888, -5.83871, -21.96401], [-19.31251, -6.16073, -20.82260], [-20.42351, -5.38322, -20.66011], [-21.15070, -3.73024, -21.91150], [-18.92057, -4.00465, -23.21138], [-17.72287, -6.36475, -22.24276], [-19.13664, -7.02937, -20.34600], [-21.16798, -5.77827, -19.98784], [-19.28553, -2.11423, -16.45849], [-18.06637, -1.58253, -16.91561], [-17.61877, -2.45992, -17.89592], [-18.66514, -3.25216, -18.23253], [-19.69086, -3.09605, -17.33413], [-19.94236, -1.74325, -15.68580], [-17.56646, -0.75306, -16.44226], [-16.68792, -2.49668, -18.43808], [-18.59950, -3.90634, -18.99438], [-20.51278, -3.78857, -17.28277]],
  "atomic_forces_ev_per_a": [[-0.2, -0.7, -0.7], [-0.6, 1.0, 0.1], [0.6, -0.8, -0.1], [0.1, -0.2, -0.7], [1.1, 0.1, 1.1], [-0.1, 0.1, 0.3], [0.0, 0.0, -0.1], [-0.3, 0.1, 0.2], [-0.1, 0.1, -0.1], [-0.4, 0.1, -0.1], [1.2, -0.5, -1.1], [-1.3, 0.3, 0.9], [0.3, 0.3, -0.6], [-0.1, -2.0, 0.9], [-0.4, 1.4, 0.9], [0.4, -0.2, 0.1], [0.0, 0.4, -0.5], [0.2, 0.1, 0.0], [-0.2, 0.4, -0.8], [-0.2, -0.2, 0.2], [-0.4, 0.2, 1.5], [-0.3, -0.5, -1.5], [0.1, 1.6, 1.1], [0.5, -1.4, -0.4], [0.1, -0.5, -0.9], [0.1, 0.1, 0.1], [0.3, -0.3, -0.1], [0.0, 0.1, 0.0], [-0.2, 0.1, 0.2], [-0.2, 0.6, 0.1], [-1.6, 0.3, -0.5], [0.8, -1.0, 0.6], [-0.3, 1.8, -0.2], [0.3, -1.0, 0.2], [0.7, -0.2, 0.1], [0.2, 0.1, 0.1], [0.3, -0.1, -0.2], [-0.1, 0.1, -0.1], [-0.3, -0.2, 0.1], [-0.2, 0.2, -0.2]],
  "nbo_charge": [-0.31, -0.30, -0.08, -0.50, -0.07, 0.22, 0.22, 0.21, 0.41, 0.21, -0.30, -0.30, -0.08, -0.52, -0.07, 0.23, 0.22, 0.21, 0.41, 0.20, -0.29, -0.30, -0.08, -0.51, -0.10, 0.23, 0.22, 0.22, 0.41, 0.22, -0.30, -0.31, -0.07, -0.50, -0.09, 0.22, 0.22, 0.21, 0.42, 0.21]
}



{
  "formula": "C16H20N4O4",
  "method": "ωB97M-V with the def2-TZVPD basis set",
  "e_above_lowest_ev": 0.0000,
  "smiles": "NC(=O)CC[C@H](NC(=O)[C@@H](N)Cc1c[nH]c2ccccc12)C(=O)O",
  "energy_ev": -31069.6196,
  "multiplicity": 1,
  "e_lumo_ev": 0.4,
  "orbital_gap_ha": 0.319,
  "elements": ["N", "C", "O", "C", "C", "C", "N", "C", "O", "C", "N", "C", "C", "C", "N", "C", "C", "C", "C", "C", "C", "C", "O", "O", "H", "H", "H", "H", "H", "H", "H", "H", "H", "H", "H", "H", "H", "H", "H", "H", "H", "H", "H", "H"],
  "coordinates": [[-3.93948, 2.97990, -1.05745], [-4.06206, 2.15150, -2.12665], [-4.00132, 2.54842, -3.28541], [-4.23129, 0.67240, -1.80547], [-2.89859, -0.08132, -1.93088], [-1.84711, 0.39318, -0.89087], [-0.55276, -0.23937, -1.09264], [-0.26641, -1.55110, -1.00890], [-1.11990, -2.40431, -0.69645], [1.18003, -1.98175, -1.24792], [2.08605, -0.99183, -1.80560], [1.73055, -2.50780, 0.09013], [1.73792, -1.47205, 1.16406], [0.73715, -1.22512, 2.07272], [1.06453, -0.14654, 2.85913], [2.30452, 0.33654, 2.48440], [3.04890, 1.40111, 3.00178], [4.27285, 1.64007, 2.41074], [4.76047, 0.84957, 1.35382], [4.00441, -0.20418, 0.85962], [2.76606, -0.46840, 1.42774], [-2.41019, 0.24946, 0.53826], [-2.86437, 1.20596, 1.12498], [-2.45981, -0.96861, 1.05224], [-3.74497, 2.59611, -0.12558], [-3.74630, 3.95482, -1.22646], [-4.66113, 0.55203, -0.82498], [-4.91653, 0.25093, -2.57501], [-3.04190, -1.14965, -1.79473], [-2.46926, 0.11224, -2.93469], [-1.65561, 1.48009, -1.01413], [0.24115, 0.36008, -1.28118], [1.11671, -2.82929, -1.96089], [2.33860, -0.23575, -1.13199], [1.77915, -0.59634, -2.67982], [1.10879, -3.36188, 0.39971], [2.73578, -2.87135, -0.11263], [-0.22463, -1.72989, 2.20716], [0.48639, 0.21985, 3.59851], [2.67816, 1.98900, 3.81809], [4.89019, 2.43524, 2.76532], [5.74181, 1.09227, 0.91858], [4.37620, -0.82290, 0.02729], [-2.07273, -1.63135, 0.43606]],
  "atomic_forces_ev_per_a": [[0.1, -0.3, 0.6], [0.3, 0.2, -0.7], [-0.1, -0.2, 0.6], [-0.1, -0.2, -1.0], [0.5, 0.6, 0.0], [-0.2, 0.6, -0.1], [0.6, -0.2, 0.0], [-0.7, -0.4, 0.2], [0.5, 0.6, -0.1], [0.0, -0.1, -0.5], [0.2, 0.8, 1.0], [-0.3, -0.4, 0.0], [0.0, 0.6, 0.6], [0.0, -0.2, -0.3], [0.1, 0.1, 0.1], [-0.3, 0.0, 0.3], [0.0, -0.5, -0.5], [-0.1, -0.4, -0.2], [0.1, 0.0, -0.2], [0.9, 0.0, -0.6], [-0.8, -0.5, 0.0], [-0.1, 0.1, -0.2], [0.1, -0.2, 0.0], [-0.2, 0.3, 0.4], [-0.2, 0.2, -0.6], [0.0, -0.1, -0.1], [-0.2, -0.2, 0.4], [0.3, 0.4, 0.6], [-0.1, -0.1, -0.1], [-0.2, -0.2, 0.5], [-0.3, -0.7, 0.0], [-0.2, -0.1, 0.1], [0.0, 0.4, 0.4], [-0.3, -0.9, -0.8], [0.0, 0.0, -0.1], [0.2, 0.3, -0.1], [0.1, -0.1, 0.1], [0.5, 0.2, -0.1], [0.1, 0.0, -0.1], [-0.1, 0.3, 0.3], [0.2, 0.5, 0.2], [-0.6, -0.2, 0.2], [-0.2, 0.3, 0.5], [0.2, -0.3, -0.4]],
  "nbo_charge": [-0.84, 0.67, -0.63, -0.51, -0.39, -0.17, -0.60, 0.69, -0.69, -0.13, -0.85, -0.42, -0.13, -0.01, -0.55, 0.21, -0.26, -0.21, -0.24, -0.20, -0.13, 0.80, -0.62, -0.68, 0.43, 0.40, 0.22, 0.25, 0.23, 0.23, 0.24, 0.42, 0.23, 0.38, 0.37, 0.24, 0.23, 0.23, 0.42, 0.22, 0.21, 0.22, 0.22, 0.51]
}



{
  "formula": "C16H20NNaO6PS2",
  "method": "ωB97M-V with the def2-TZVPD basis set",
  "total_charge": 1,
  "energy_ev": -66045.5339,
  "multiplicity": 1,
  "e_lumo_ev": -5.5,
  "orbital_gap_ha": 0.221,
  "elements": ["C", "C", "O", "C", "C", "C", "C", "P", "S", "C", "S", "C", "C", "C", "O", "C", "C", "C", "O", "N", "C", "C", "O", "O", "C", "O", "H", "H", "H", "H", "H", "H", "H", "H", "H", "H", "H", "H", "H", "H", "H", "H", "H", "H", "H", "H", "Na"],
  "coordinates": [[4.14104, -2.25799, 0.82953], [4.16086, -1.10888, -0.34059], [4.39721, 0.26752, 0.15275], [3.18817, 0.81864, 0.78419], [2.38381, 1.92202, -0.17811], [1.01388, 1.18564, -0.69755], [0.69574, 0.77787, -2.28311], [2.05450, 1.28244, -3.57590], [1.84843, 3.21749, -3.96221], [-0.70560, -0.01730, -2.73146], [-0.95055, -0.41201, -4.56509], [-1.86348, -0.43141, -1.59814], [-3.26463, -1.19319, -1.97776], [-3.62873, -2.48940, -1.04242], [-5.03818, -2.35634, -0.59144], [-1.54075, 0.01051, -0.05271], [-0.16457, 0.78766, 0.38608], [-0.23854, 1.00314, 2.00959], [0.76435, 1.47609, 2.79984], [-1.62863, 0.58235, 2.46958], [-2.27842, 1.91351, 2.86218], [-2.97674, 1.76135, 4.36698], [-3.22838, 2.83444, 5.13770], [-3.24811, 0.35410, 4.79338], [-2.38312, -0.14206, 1.34561], [-3.55412, -0.71186, 1.64159], [4.40439, -3.29355, 0.30422], [4.96049, -2.10580, 1.66028], [3.06321, -2.42696, 1.31110], [5.07508, -1.35697, -1.06617], [3.18524, -1.18870, -1.02279], [3.47973, 1.41001, 1.75504], [2.42574, -0.06196, 0.98821], [2.14383, 2.91331, 0.43037], [3.11147, 2.24710, -1.04557], [1.91035, 0.60202, -4.84245], [3.40316, 1.01275, -3.09918], [0.28424, -0.81944, -5.15388], [-4.12283, -0.38499, -2.05431], [-3.12904, -1.61137, -3.08762], [-3.57693, -3.47921, -1.67011], [-2.91250, -2.62156, -0.09825], [-5.31644, -1.39522, -0.53526], [-3.05891, 2.20995, 2.04130], [-1.49208, 2.78413, 2.94098], [-2.57720, 0.05747, 5.47804], [0.78356, -1.56538, 0.78356]],
  "atomic_forces_ev_per_a": [[0.1, -0.9, -0.6], [0.9, -0.7, -0.6], [-2.5, -1.3, 0.1], [-0.3, 0.8, 0.0], [-0.1, -0.5, -0.2], [-3.1, -1.3, -0.8], [-2.2, -1.6, 3.2], [-0.7, 2.3, -0.2], [0.1, -1.2, 0.5], [1.8, 0.8, 3.3], [0.4, 0.0, 1.4], [2.4, 1.5, 1.4], [1.3, -0.1, -1.4], [-0.8, 0.4, 0.4], [1.5, 0.8, -0.7], [2.5, 0.9, -1.5], [-0.7, -1.0, -2.5], [3.6, 1.4, 1.5], [-6.7, -3.1, -5.1], [1.9, 1.4, -2.6], [-1.4, 0.5, 1.3], [-0.9, 3.9, 4.1], [1.7, -7.5, -5.4], [1.6, 3.2, -0.5], [-4.5, -1.5, 1.4], [7.7, 3.7, -2.5], [-0.7, 2.2, 1.1], [-1.9, 0.0, -1.7], [2.3, 0.5, -0.7], [-2.0, 0.7, 1.7], [1.8, 0.3, 1.4], [-0.5, -1.6, -1.8], [1.7, 1.9, 0.1], [0.2, -2.3, -1.2], [-1.7, -0.8, 1.6], [0.1, -0.4, 1.3], [-1.2, -0.6, 0.0], [-1.2, 0.6, 1.5], [1.7, -1.7, 0.5], [-0.2, 1.1, 2.4], [-0.1, 2.0, 1.2], [-1.5, 0.5, -2.0], [0.9, -1.7, 0.0], [1.2, -0.5, 1.8], [-1.5, -1.9, 0.0], [-1.1, 0.9, -0.9], [0.0, -0.2, -0.1]],
  "nbo_charge": [-0.65, -0.09, -0.54, -0.03, -0.51, 0.07, -0.33, 0.76, -0.51, -0.12, 0.06, 0.05, -0.50, -0.06, -0.71, -0.17, -0.25, 0.63, -0.53, -0.51, -0.34, 0.78, -0.51, -0.73, 0.64, -0.47, 0.25, 0.27, 0.14, 0.24, 0.15, 0.25, 0.09, 0.28, 0.27, 0.03, 0.03, 0.18, 0.26, 0.26, 0.21, 0.17, 0.48, 0.26, 0.28, 0.51, 0.97]
}



The E_HOMO results, record by record, are as follows: -6.74, -7.88, -8.24, -11.53 eV.